Formula: C4H8O4
Source: the OMol25 dataset
Level of theory: ωB97M-V/def2-TZVPD

E_HOMO in Eh: -0.3189
E in Ha: -458.14247
Total charge: 0
Orbital gap in eV: 8.8
LUMO energy in eV: 0.08

Element x y z (Å)
C -0.2907 -0.0574 2.1847
C 0.0795 0.3528 0.7854
O 1.2328 0.7576 0.5266
C -0.8654 0.1311 -0.2703
O -2.0893 -0.4683 -0.0527
C -0.5233 0.4201 -1.5731
O 0.3770 1.3352 -1.9150
H -0.1775 -1.1359 2.2917
H 0.3825 0.4297 2.8883
H -1.3162 0.2226 2.4179
H -2.0119 -1.1151 0.6596
H -1.1885 0.1390 -2.3784
H 0.9411 1.4966 -1.1182
O 1.6717 -1.1911 -1.4643
H 1.8706 -0.7230 -2.2799
H 1.9076 -0.5940 -0.7024

Atomic forces in eV per Å
C 0.1 0.4 0.1
C 0.5 -0.2 -0.1
O -0.5 0.3 0.3
C 0.4 0.0 -1.2
O 0.0 -0.2 0.3
C -1.2 1.1 1.3
O 0.7 -0.5 0.0
H 0.0 -0.1 0.0
H 0.0 -0.1 0.0
H -0.1 -0.1 0.0
H 0.0 0.0 -0.2
H 0.1 -0.2 -0.1
H -0.2 -0.1 -0.2
O 0.5 0.1 0.9
H 0.1 0.2 0.2
H -0.3 -0.6 -1.3


Formula: C4H8O4
Source: the OMol25 dataset
Level of theory: ωB97M-V/def2-TZVPD

E_HOMO in Eh: -0.3458
E in Ha: -458.05861
Total charge: 0
Orbital gap in eV: 10.1
LUMO energy in eV: 0.68

Element x y z (Å)
C 0.7731 -0.4055 -1.3140
C -0.3621 -0.0348 -0.3866
C -0.0792 -0.1230 1.0608
O -0.1301 -1.6830 1.2074
O 0.8537 -2.1107 2.1565
C -0.5723 1.6259 -0.3689
O 0.1348 2.4656 0.1118
O -1.5658 1.9321 -1.2173
H 1.0710 -1.4295 -1.0869
H 1.6418 0.2236 -1.1234
H 0.4715 -0.2724 -2.3503
H -1.3113 -0.4937 -0.6614
H -0.8692 0.2379 1.7208
H 0.9201 0.2139 1.3399
H 0.6113 -3.0369 2.2901
H -1.5872 2.8906 -1.3784

Atomic forces in eV per Å
C 0.1 0.1 0.4
C -0.5 4.2 0.5
C 0.3 -4.6 1.1
O 0.0 1.8 -0.1
O 0.4 0.3 0.3
C 0.4 -1.5 -2.3
O 0.0 -0.5 0.5
O -0.6 0.0 -0.2
H -0.1 -0.1 -0.3
H 0.0 0.1 0.0
H 0.1 -0.2 -0.1
H 0.0 0.1 0.1
H 0.2 0.2 -0.1
H -0.2 0.0 0.0
H -0.2 0.1 -0.1
H 0.1 -0.1 0.3


Formula: C4H8OS
Source: the OMol25 dataset
Level of theory: ωB97M-V/def2-TZVPD

E_HOMO (spin up / spin down) in Eh: -0.3150 / -0.3151
E in Ha: -630.46383
Total charge: 0
Orbital gap (spin up / spin down) in eV: 8.0 / 8.0
LUMO energy (spin up / spin down) in eV: -0.53 / -0.52

Element x y z (Å)
C -2.0569 0.7347 0.4308
C -1.2172 1.5051 1.0518
C 1.2311 -1.3745 0.2053
C 1.1981 -0.0886 -0.7548
O 0.3912 -0.0447 -1.8286
S 1.2073 1.3014 0.4427
H -3.0223 1.0281 0.4672
H -1.6994 -0.1865 -0.2116
H -1.1610 2.3792 1.5438
H 0.1515 -1.4143 0.4802
H 1.7745 -1.1930 1.0228
H 1.5164 -2.3193 -0.3556
H 2.1728 -0.1511 -1.0967
H -0.4859 -0.1765 -1.3973

Atomic forces in eV per Å
C 3.7 -2.3 -1.3
C 4.0 -3.1 -2.9
C -4.3 -0.8 -5.0
C 1.9 -1.3 3.6
O -2.6 -0.5 0.3
S -3.1 0.8 0.4
H -3.4 0.3 0.0
H -1.3 2.0 1.7
H -0.2 2.7 1.7
H 0.6 -0.7 0.4
H 2.2 0.6 2.9
H -0.3 1.1 0.7
H 2.2 0.8 -1.0
H 0.5 0.3 -1.4


Formula: C4H8OS
Source: the OMol25 dataset
Level of theory: ωB97M-V/def2-TZVPD

E_HOMO in Eh: -0.3329
E in Ha: -630.46310
Total charge: 0
Orbital gap in eV: 9.7
LUMO energy in eV: 0.63

Element x y z (Å)
C 2.5668 0.0132 -0.2167
C 2.0972 0.6835 -1.4023
C 1.5075 -0.5489 0.7907
C -2.9244 -0.3613 -0.4690
O 2.5286 1.4011 -0.3962
S -1.5669 0.8346 0.0102
H 3.5463 -0.3718 0.0993
H -2.4309 1.9691 -0.0660
H 0.7488 0.2190 0.9886
H 2.0246 -0.5212 1.7254
H 1.1611 -1.5448 0.6282
H -3.1621 -0.7982 0.5577
H -2.4818 -1.1040 -1.1181
H -3.6148 0.1297 -1.1318

Atomic forces in eV per Å
C -0.6 -3.1 3.1
C 0.5 0.8 -0.9
C 1.2 2.2 0.0
C 1.7 -0.3 1.6
O -0.6 1.4 -0.7
S -1.9 1.5 -0.8
H -0.1 0.1 -1.2
H 1.3 -1.4 0.2
H -0.2 -0.6 -0.6
H 0.5 -0.5 0.9
H -0.4 -0.5 -0.5
H -0.8 0.5 -2.0
H 0.3 -0.4 0.2
H -0.8 0.2 0.6


Formula: C4H8OS
Source: the OMol25 dataset
Level of theory: ωB97M-V/def2-TZVPD

E_HOMO in Eh: -0.3304
E in Ha: -630.58994
Total charge: 0
Orbital gap in eV: 9.8
LUMO energy in eV: 0.81

Element x y z (Å)
C -0.3165 -1.7161 -0.5427
C 0.0017 -0.4146 0.0498
C 1.3538 0.1410 -0.3895
O 1.3691 0.8066 -1.6928
C -0.1398 -0.2311 1.5118
S -1.2248 0.7411 0.5894
H -0.4551 -1.5158 -1.5556
H -1.2661 -2.0672 -0.1551
H 0.4084 -2.4972 -0.3466
H 2.0592 -0.6779 -0.5601
H 1.6728 0.8289 0.4032
H 0.7812 1.5624 -1.7626
H -0.5174 -1.0505 2.2064
H 0.5660 0.4315 2.1053

Atomic forces in eV per Å
C -1.3 -0.6 0.9
C 2.6 0.3 1.2
C -0.5 1.4 -1.5
O 0.2 -0.9 0.6
C 0.9 -0.8 3.8
S -1.8 1.1 -1.2
H -0.1 -0.3 -2.0
H -0.3 -0.2 0.1
H 0.4 0.1 -0.1
H -0.1 0.1 0.4
H 0.3 -0.1 -0.4
H -0.2 0.0 0.6
H 0.2 0.9 -1.3
H -0.4 -1.2 -1.0


Formula: C4H8OS2
Source: the OMol25 dataset
Level of theory: ωB97M-V/def2-TZVPD

E_HOMO in Eh: -0.3273
E in Ha: -1028.77137
Total charge: 0
Orbital gap in eV: 8.4
LUMO energy in eV: -0.55

Element x y z (Å)
O 1.7370 1.6958 -0.6088
C 0.5060 1.7684 0.0728
C 0.3651 0.6736 1.1162
C 0.0247 -0.7601 0.5233
S 1.5507 -1.5808 -0.0864
C -1.1256 -0.6920 -0.4951
S -2.5200 0.0434 -0.1425
H 1.8851 2.4932 -1.1239
H 0.4007 2.7605 0.6447
H -0.3193 1.6750 -0.6740
H -0.4563 0.9165 1.8441
H 1.2730 0.5709 1.7141
H -0.3921 -1.3584 1.3581
H 1.5101 -0.7845 -1.1153
H -0.9084 -1.1800 -1.4186

Atomic forces in eV per Å
O 0.6 -0.3 0.1
C -1.0 1.3 0.6
C -0.8 -1.0 0.3
C -0.3 0.7 0.7
S -0.9 -0.5 0.6
C 0.4 0.4 1.6
S 0.3 -0.4 -0.4
H -0.2 0.0 0.0
H 0.1 -1.2 -1.0
H 0.4 0.4 0.7
H 0.6 0.0 -0.9
H 0.0 0.1 -0.2
H 0.5 0.2 -0.3
H 0.6 0.6 -1.0
H -0.2 -0.3 -0.8


Formula: C4H8OS2
Source: the OMol25 dataset
Level of theory: ωB97M-V/def2-TZVPD

E_HOMO (spin up / spin down) in Eh: -0.1618 / -0.3180
E in Ha: -1028.57294
Spin multiplicity: 3
Total charge: 0
Orbital gap (spin up / spin down) in eV: 5.3 / 6.3
LUMO energy (spin up / spin down) in eV: 0.87 / -2.36

Element x y z (Å)
C -1.3769 -0.5561 0.5009
C -0.1397 -0.8054 -0.2174
C -2.6969 -1.1512 0.0284
C 2.8677 1.8760 -0.2859
O -0.6947 0.4121 -0.2793
S 1.5257 -0.8140 1.0358
S 2.8842 0.0292 -0.1262
H -1.3774 -0.3329 1.5629
H -0.0756 -1.5650 -1.0130
H -2.6680 -1.8437 -0.7383
H -3.2897 -0.2274 -0.4183
H -3.2090 -1.5723 0.7905
H 2.3044 2.1505 0.5645
H 2.0823 1.9948 -1.0070
H 3.8637 2.4055 -0.3975

Atomic forces in eV per Å
C -0.8 -1.2 0.7
C 2.1 -1.4 2.7
C 0.5 5.3 -2.1
C 1.3 -0.3 -0.8
O -0.8 1.4 -1.6
S -5.2 -3.4 1.4
S 3.7 2.5 -2.3
H 0.4 0.0 -0.1
H 0.3 0.8 0.1
H 0.6 -1.4 -1.7
H 0.8 -1.9 1.0
H -1.7 -1.1 2.6
H 0.0 0.5 1.6
H 0.2 0.7 -1.3
H -1.4 -0.5 -0.2


Formula: C4H8OSSi
Source: the OMol25 dataset
Level of theory: ωB97M-V/def2-TZVPD

E_HOMO in Eh: -0.3045
E in Ha: -920.15023
Total charge: 0
Orbital gap in eV: 8.9
LUMO energy in eV: 0.64

Element x y z (Å)
C 1.4104 -0.5547 -1.0894
C 2.1792 -0.5199 -2.1870
C -2.0389 -0.1213 -0.1404
C -0.1692 0.8757 2.2271
O 0.7148 0.5707 -0.7312
Si -0.2296 0.0729 0.4964
S 0.8811 -1.8447 -0.0049
H 2.5411 -1.4739 -2.6022
H 2.1965 0.3649 -2.8076
H -2.7672 0.5457 0.3741
H -1.7089 0.0633 -1.1447
H -2.6365 -1.0995 -0.0690
H 0.7889 0.6665 2.6470
H -0.2490 1.8892 2.1183
H -0.9128 0.5651 2.9137

Atomic forces in eV per Å
C 0.5 0.1 -1.6
C -0.6 -1.4 0.3
C -0.2 -1.1 1.9
C 1.0 -2.3 -1.6
O 0.4 1.8 -0.1
Si -2.1 -2.5 1.7
S -0.2 0.7 0.6
H 0.1 0.7 0.4
H 0.1 0.1 0.2
H 0.8 0.4 -1.0
H -1.1 0.4 -1.0
H 1.7 1.0 -0.2
H 0.8 -0.1 0.4
H -0.2 2.9 -0.3
H -0.9 -0.6 0.4


Q: Which formula does entry 6 have?
A: C4H8OS2


Please write out number 8 again, unchanged.
Formula: C4H8OSSi
Source: the OMol25 dataset
Level of theory: ωB97M-V/def2-TZVPD

E_HOMO in Eh: -0.3045
E in Ha: -920.15023
Total charge: 0
Orbital gap in eV: 8.9
LUMO energy in eV: 0.64

Element x y z (Å)
C 1.4104 -0.5547 -1.0894
C 2.1792 -0.5199 -2.1870
C -2.0389 -0.1213 -0.1404
C -0.1692 0.8757 2.2271
O 0.7148 0.5707 -0.7312
Si -0.2296 0.0729 0.4964
S 0.8811 -1.8447 -0.0049
H 2.5411 -1.4739 -2.6022
H 2.1965 0.3649 -2.8076
H -2.7672 0.5457 0.3741
H -1.7089 0.0633 -1.1447
H -2.6365 -1.0995 -0.0690
H 0.7889 0.6665 2.6470
H -0.2490 1.8892 2.1183
H -0.9128 0.5651 2.9137

Atomic forces in eV per Å
C 0.5 0.1 -1.6
C -0.6 -1.4 0.3
C -0.2 -1.1 1.9
C 1.0 -2.3 -1.6
O 0.4 1.8 -0.1
Si -2.1 -2.5 1.7
S -0.2 0.7 0.6
H 0.1 0.7 0.4
H 0.1 0.1 0.2
H 0.8 0.4 -1.0
H -1.1 0.4 -1.0
H 1.7 1.0 -0.2
H 0.8 -0.1 0.4
H -0.2 2.9 -0.3
H -0.9 -0.6 0.4


Q: total charge of number 1 (C4H8O4)?
A: 0